[1]
This record from the OMol25 dataset describes one molecule with the formula C16H21N3O3S2. The level of theory is ωB97M-V/def2-TZVPD.

The geometry in XYZ format:
```
45
C16H21N3O3S2 | the OMol25 dataset | ωB97M-V/def2-TZVPD
C -7.21 -3.00 0.72
C -7.16 -1.48 0.64
C -6.77 -1.00 -0.76
C -6.68 0.52 -0.84
H -6.46 0.83 -1.87
H -7.61 0.99 -0.51
O -5.68 1.05 0.03
C -4.42 0.98 -0.42
O -4.06 0.56 -1.49
N -3.56 1.49 0.53
C -2.21 1.56 0.32
N -1.38 2.04 1.18
N -0.12 2.01 0.77
C 0.03 1.52 -0.42
S 1.54 1.37 -1.23
C 2.65 2.04 0.05
C 2.86 1.05 1.19
O 3.41 -0.17 0.76
C 4.72 -0.23 0.38
C 5.66 0.78 0.54
C 6.97 0.58 0.13
C 7.37 -0.61 -0.45
C 6.42 -1.62 -0.61
C 5.12 -1.44 -0.20
H 4.38 -2.21 -0.32
H 6.71 -2.56 -1.05
C 8.78 -0.82 -0.91
H 9.43 -0.02 -0.56
H 9.17 -1.77 -0.54
H 8.83 -0.85 -2.00
H 7.68 1.38 0.26
H 5.40 1.72 0.99
H 1.89 0.80 1.63
H 3.48 1.52 1.96
H 2.20 2.96 0.42
H 3.58 2.25 -0.48
S -1.48 1.00 -1.18
H -3.92 1.83 1.40
H -7.51 -1.34 -1.48
H -5.81 -1.42 -1.04
H -6.43 -1.10 1.36
H -8.13 -1.06 0.91
H -7.95 -3.39 0.01
H -6.25 -3.43 0.48
H -7.49 -3.32 1.72
```

calculated total energy	-49216.2088	eV
maximum force	2.0	eV/Å
energy above the lowest of the compared OMol25 structures with the same formula, charge and spin	41.51	kcal per mole
SMILES string	CCCCOC(=O)Nc1nnc(SCCOc2ccc(C)cc2)s1
spin multiplicity	1
charge	0

[2]
This record from the OMol25 dataset describes one molecule with the formula C16H21N3O5S2. The level of theory is ωB97M-V/def2-TZVPD.

The geometry in XYZ format:
```
47
C16H21N3O5S2 | the OMol25 dataset | ωB97M-V/def2-TZVPD
C -8.81 -1.08 -0.59
H -9.35 -0.68 0.27
H -8.96 -0.40 -1.44
H -9.16 -2.08 -0.83
O -7.42 -1.20 -0.29
C -6.79 -0.08 0.05
O -7.32 1.00 0.13
C -5.32 -0.34 0.30
H -4.82 -0.26 -0.67
H -5.19 -1.36 0.66
C -4.75 0.68 1.28
C -3.24 0.70 1.22
O -2.53 0.19 2.07
N -2.75 1.33 0.12
C -1.42 1.50 -0.29
N -0.50 1.02 0.56
C 0.89 1.01 0.51
C 1.65 1.67 -0.45
C 3.03 1.60 -0.40
C 3.65 0.88 0.60
C 2.91 0.24 1.58
C 1.53 0.31 1.54
H 0.94 -0.18 2.30
H 3.43 -0.28 2.37
S 5.45 0.77 0.64
O 5.98 1.93 0.00
O 5.84 0.47 1.99
N 5.89 -0.54 -0.29
C 5.42 -1.83 0.16
H 5.26 -1.79 1.23
H 6.21 -2.57 -0.05
C 4.16 -2.14 -0.67
H 4.11 -3.19 -0.93
H 3.26 -1.89 -0.10
C 4.29 -1.24 -1.91
H 4.33 -1.82 -2.83
H 3.44 -0.56 -1.99
C 5.59 -0.45 -1.70
H 5.53 0.60 -1.98
H 6.42 -0.92 -2.25
H 3.63 2.12 -1.12
H 1.17 2.23 -1.23
H -0.91 0.56 1.39
S -1.20 2.23 -1.75
H -3.41 1.74 -0.54
H -5.15 1.67 1.04
H -5.05 0.43 2.30
```

calculated total energy	-53311.9560	eV
maximum force	1.2	eV/Å
energy above the lowest of the compared OMol25 structures with the same formula, charge and spin	0.00	kcal per mole
SMILES string	COC(=O)CCC(=O)NC(=S)Nc1ccc(S(=O)(=O)N2CCCC2)cc1
spin multiplicity	1
charge	0

[3]
This record from the OMol25 dataset describes one molecule with the formula C16H21N3OS. The level of theory is ωB97M-V/def2-TZVPD.

The geometry in XYZ format:
```
42
C16H21N3OS | the OMol25 dataset | ωB97M-V/def2-TZVPD
C -3.46 -2.65 -2.02
C -2.94 -1.95 -0.77
C -4.02 -1.86 0.31
H -4.89 -1.34 -0.09
H -4.33 -2.86 0.60
C -3.51 -1.13 1.55
N -3.19 0.26 1.27
C -1.94 0.74 1.33
O -0.99 0.11 1.72
C -1.85 2.21 0.92
H -2.49 2.43 0.06
H -2.11 2.85 1.76
S -0.15 2.61 0.47
C -0.01 1.46 -0.84
N -1.02 0.97 -1.51
C -0.46 0.13 -2.42
C 0.90 0.13 -2.29
N 1.19 1.00 -1.27
C 2.49 1.26 -0.72
C 3.05 0.04 -0.04
C 2.28 -0.63 0.92
C 2.79 -1.76 1.54
C 4.05 -2.23 1.22
C 4.82 -1.56 0.28
C 4.31 -0.44 -0.35
H 4.91 0.08 -1.10
H 5.80 -1.92 0.02
H 4.45 -3.10 1.71
H 2.19 -2.27 2.28
H 1.30 -0.28 1.17
H 3.16 1.59 -1.52
H 2.38 2.08 0.00
H 1.67 -0.40 -2.82
H -1.07 -0.42 -3.11
H -3.92 0.81 0.85
H -2.60 -1.59 1.92
H -4.28 -1.16 2.34
H -2.08 -2.50 -0.38
H -2.60 -0.95 -1.03
H -2.67 -2.72 -2.77
H -3.80 -3.66 -1.79
H -4.29 -2.10 -2.45
```

calculated total energy	-34286.8012	eV
maximum force	0.7	eV/Å
energy above the lowest of the compared OMol25 structures with the same formula, charge and spin	11.95	kcal per mole
SMILES string	CCCCNC(=O)CSc1nccn1Cc1ccccc1
spin multiplicity	1
charge	0

[4]
This record from the OMol25 dataset describes one molecule with the formula C16H21NO2. The level of theory is ωB97M-V/def2-TZVPD.

The geometry in XYZ format:
```
40
C16H21NO2 | the OMol25 dataset | ωB97M-V/def2-TZVPD
C 0.36 2.39 -2.89
C 1.02 1.36 -3.80
C 0.89 -0.03 -3.19
O 0.02 -0.82 -3.51
N 1.83 -0.31 -2.27
H 2.48 0.41 -1.99
C 1.82 -1.54 -1.51
H 1.59 -2.35 -2.20
C 0.76 -1.53 -0.40
H 0.76 -2.50 0.10
H -0.21 -1.39 -0.87
C 0.98 -0.42 0.64
C -0.23 -0.31 1.52
C -1.47 0.22 1.24
C -2.46 0.19 2.22
C -2.24 -0.37 3.46
C -0.99 -0.91 3.74
C 0.00 -0.88 2.78
C 1.40 -1.41 2.85
H 1.89 -1.16 3.80
H 1.39 -2.50 2.76
C 2.10 -0.75 1.65
H 2.86 -1.40 1.22
H 2.58 0.17 1.97
H -0.80 -1.35 4.70
H -3.03 -0.37 4.20
O -3.62 0.76 1.81
C -3.47 1.18 0.45
H -4.19 0.61 -0.15
H -3.74 2.24 0.40
C -2.01 0.91 0.02
H -1.48 1.84 -0.18
H -1.96 0.29 -0.87
H 1.17 0.52 0.12
H 2.82 -1.70 -1.10
H 0.51 1.35 -4.77
H 2.07 1.60 -3.96
H 0.84 2.41 -1.91
H -0.69 2.15 -2.75
H 0.44 3.38 -3.33
```

calculated total energy	-22518.8598	eV
maximum force	0.7	eV/Å
energy above the lowest of the compared OMol25 structures with the same formula, charge and spin	13.24	kcal per mole
SMILES string	CCC(=O)NCC[C@@H]1CCc2ccc3c(c21)CCO3
spin multiplicity	1
charge	0

[5]
This record from the OMol25 dataset describes one molecule with the formula C16H21NO4. The level of theory is ωB97M-V/def2-TZVPD.

The geometry in XYZ format:
```
42
C16H21NO4 | the OMol25 dataset | ωB97M-V/def2-TZVPD
O -1.52 -4.29 1.97
O -1.09 5.45 3.04
O 4.54 -2.81 -0.68
O -0.80 -3.49 -0.09
C -1.01 -3.42 1.26
C 2.35 -2.13 -1.52
C 1.50 -2.85 -0.70
C 0.03 1.43 1.72
C -1.78 1.95 0.25
C 0.16 2.77 2.14
C -1.63 3.30 0.60
C -0.92 1.00 0.79
C -0.63 3.74 1.52
N -0.98 -0.33 0.37
C -1.08 6.83 3.34
C -0.46 5.17 1.81
C 4.50 -1.58 -2.70
C -0.45 -2.18 1.91
C 3.75 -2.61 -1.87
C 0.09 -2.42 -0.43
C 0.00 -1.38 0.70
H 4.54 -2.03 -0.13
H 2.00 -1.18 -1.94
H 1.82 -3.82 -0.35
H 0.72 0.73 2.14
H -2.54 1.65 -0.44
H 0.90 3.04 2.87
H -2.24 4.05 0.15
H -1.83 -0.60 -0.11
H -2.05 7.26 3.04
H -0.26 7.42 2.84
H -0.94 6.99 4.45
H 0.60 5.38 1.85
H -0.92 5.75 1.04
H 4.58 -0.63 -2.19
H 4.06 -1.44 -3.69
H 5.54 -1.93 -2.83
H 0.40 -2.44 2.51
H -1.14 -1.62 2.53
H 3.70 -3.58 -2.43
H -0.27 -2.00 -1.35
H 0.99 -0.94 0.85
```

calculated total energy	-26611.0225	eV
maximum force	4.4	eV/Å
energy above the lowest of the compared OMol25 structures with the same formula, charge and spin	83.48	kcal per mole
SMILES string	COCc1ccc(N[C@H]2CC(=O)O[C@@H]2/C=C/[C@@H](C)O)cc1
spin multiplicity	1
charge	0

[6]
This record from the OMol25 dataset describes C16H22BCaCl6F2IN4Na2O18PS2 as an isolated structure. The level of theory is ωB97M-V/def2-TZVPD.

The geometry in XYZ format:
```
76
C16H22BCaCl6F2IN4Na2O18PS2 | the OMol25 dataset | ωB97M-V/def2-TZVPD
O -5.72 1.13 -2.46
S -5.07 0.17 -1.52
O -6.01 -0.70 -0.72
O -3.62 -0.47 -2.03
C -2.66 -0.38 -0.91
C -2.94 1.02 -0.10
C -2.89 0.90 1.51
C -4.10 0.46 2.36
C -4.11 0.30 3.91
C -2.71 0.64 4.55
C -1.62 1.03 3.55
N -1.64 1.16 2.14
P -2.38 2.64 -0.95
O -3.71 3.71 -0.66
I -0.46 3.71 0.09
O -4.41 1.14 -0.32
H -1.63 -0.53 -1.40
H -2.92 -1.35 -0.35
H -5.10 0.20 1.85
H -5.03 -0.02 4.51
H -2.56 0.57 5.69
H -0.59 1.24 4.03
H -4.30 3.66 -1.46
O -1.50 2.11 -4.65
S -1.66 3.57 -4.79
O -0.54 4.12 -5.56
O -1.70 4.19 -3.45
O -2.92 3.85 -5.50
Cl 4.40 3.22 -1.46
C 3.89 1.51 -1.49
C 2.84 1.24 -2.53
Cl 1.29 2.01 -2.12
H 3.54 1.25 -0.49
H 4.79 0.91 -1.70
H 2.65 0.16 -2.60
H 3.14 1.59 -3.52
Ca 0.04 -1.06 -0.43
Na 4.33 1.39 1.24
N 5.60 -0.35 -4.00
O 5.39 0.27 -5.05
O 6.72 -0.31 -3.46
O 4.68 -1.03 -3.48
Na 5.62 -3.11 -2.86
B 2.36 -3.96 4.61
O 1.71 -2.87 3.84
C 2.64 -2.32 3.07
O 2.43 -1.40 2.31
C 3.92 -3.00 3.27
O 4.96 -2.74 2.71
O 3.78 -3.97 4.17
F 1.74 -5.21 4.30
F 2.28 -3.69 6.01
C 5.05 -7.42 3.62
O 3.94 -7.58 3.13
N 5.56 -6.20 3.90
N 5.87 -8.46 3.92
H 6.46 -6.05 4.30
H 4.97 -5.40 3.69
H 5.53 -9.39 3.73
H 6.78 -8.35 4.32
C 5.43 -2.28 7.87
Cl 5.45 -0.50 7.78
Cl 5.05 -2.95 6.27
Cl 7.03 -2.86 8.39
Cl 4.20 -2.80 9.04
C -5.47 5.15 -6.84
C -6.97 5.24 -6.47
C -7.22 4.37 -5.22
O -7.67 4.74 -7.47
H -5.15 4.13 -7.07
H -5.24 5.77 -7.72
H -4.85 5.51 -6.01
H -7.14 6.28 -6.15
H -6.97 3.32 -5.39
H -8.27 4.42 -4.91
H -6.61 4.72 -4.38
```

calculated total energy	-207332.2935	eV
maximum force	6.0	eV/Å
energy above the lowest of the compared OMol25 structures with the same formula, charge and spin	128.36	kcal per mole
spin multiplicity	1
charge	-1

[7]
This record from the OMol25 dataset describes a 5-piece molecular cluster, C16H22Cl8N2O2 overall. The level of theory is ωB97M-V/def2-TZVPD.

The geometry in XYZ format:
```
50
C16H22Cl8N2O2 | the OMol25 dataset | ωB97M-V/def2-TZVPD
C -1.37 -1.32 2.42
C -0.10 -0.66 1.84
O 0.16 -0.99 0.49
C -0.28 0.00 -0.45
C 0.71 1.16 -0.36
O 0.64 1.99 -1.55
C 0.98 3.30 -1.26
C 0.06 4.35 -1.49
C 0.42 5.59 -1.17
C 1.65 5.90 -0.59
N 1.93 7.20 -0.29
C 3.10 7.36 0.27
C 4.00 6.30 0.52
N 3.77 5.06 0.21
C 2.55 4.86 -0.37
C 2.18 3.56 -0.72
H -1.51 -2.29 1.94
H -1.22 -1.40 3.50
H -2.20 -0.65 2.23
H 0.77 -0.99 2.41
H -0.19 0.42 2.03
H -0.30 -0.44 -1.45
H -1.32 0.31 -0.23
H 1.72 0.77 -0.17
H 0.40 1.80 0.47
H -0.92 4.15 -1.91
H -0.29 6.40 -1.32
H 3.39 8.36 0.55
H 4.95 6.53 1.01
H 2.89 2.76 -0.54
C -4.17 -1.38 -0.66
Cl -4.57 -2.24 0.82
Cl -3.54 0.26 -0.38
H -3.41 -1.95 -1.20
H -5.07 -1.30 -1.26
C 0.92 -2.79 -2.81
Cl 1.16 -4.17 -3.89
Cl -0.79 -2.42 -2.59
H 1.35 -3.03 -1.84
H 1.41 -1.92 -3.23
C -3.81 -6.10 1.00
Cl -5.03 -5.41 -0.08
Cl -2.27 -5.24 0.86
H -4.16 -6.02 2.02
H -3.65 -7.14 0.73
C 1.89 -5.83 1.33
Cl 1.08 -4.78 2.50
Cl 1.69 -5.24 -0.33
H 2.95 -5.85 1.56
H 1.47 -6.82 1.40
```

calculated total energy	-124202.0265	eV
maximum force	1.8	eV/Å
SMILES string	CCOCCOc1ccc2nccnc2c1.ClCCl.ClCCl.ClCCl.ClCCl
spin multiplicity	1
charge	0

[8]
This record from the OMol25 dataset describes one molecule with the formula C16H22ClN3O3. The level of theory is ωB97M-V/def2-TZVPD.

The geometry in XYZ format:
```
45
C16H22ClN3O3 | the OMol25 dataset | ωB97M-V/def2-TZVPD
C -0.41 -0.44 -1.94
H 0.42 -1.00 -2.37
H -0.03 0.51 -1.57
C -1.49 -0.23 -3.00
C -2.64 0.68 -2.54
C -3.61 0.01 -1.56
C -2.99 -0.35 -0.22
O -2.90 -1.47 0.21
N -2.54 0.75 0.47
N -1.81 0.55 1.59
C -1.17 1.48 2.17
C -0.29 1.03 3.29
H 0.03 1.86 3.92
H -0.80 0.28 3.90
C 0.96 0.36 2.68
O 2.08 0.74 2.92
N 0.63 -0.69 1.89
C 1.52 -1.38 1.05
C 1.48 -2.76 1.01
C 2.36 -3.45 0.20
C 3.29 -2.77 -0.57
C 3.31 -1.39 -0.55
C 2.41 -0.67 0.23
O 2.29 0.68 0.23
C 3.28 1.45 -0.42
H 3.26 1.29 -1.51
H 4.28 1.21 -0.04
H 3.05 2.48 -0.20
H 4.02 -0.87 -1.18
H 3.99 -3.31 -1.19
Cl 2.31 -5.18 0.16
H 0.77 -3.29 1.62
H -0.36 -0.93 1.84
C -1.12 2.92 1.74
H -0.70 3.00 0.73
H -2.13 3.35 1.71
H -0.51 3.51 2.41
H -2.62 1.67 0.06
H -4.00 -0.91 -1.99
H -4.45 0.69 -1.38
H -2.22 1.59 -2.11
H -3.22 0.97 -3.42
H -1.03 0.22 -3.88
H -1.90 -1.20 -3.30
H -0.79 -1.02 -1.10
```

calculated total energy	-40084.1987	eV
maximum force	1.1	eV/Å
energy above the lowest of the compared OMol25 structures with the same formula, charge and spin	54.04	kcal per mole
SMILES string	CCCCC(=O)N/N=C(\C)CC(=O)Nc1cc(Cl)ccc1OC
spin multiplicity	1
charge	0

[9]
This record from the OMol25 dataset describes a 3-piece molecular cluster, C16H22F2INO3P2S overall. The level of theory is ωB97M-V/def2-TZVPD.

The geometry in XYZ format:
```
48
C16H22F2INO3P2S | the OMol25 dataset | ωB97M-V/def2-TZVPD
C -2.17 -1.59 0.11
C -2.73 -0.25 -0.35
C -1.63 0.82 -0.45
I -2.54 2.77 -0.29
P -0.39 0.55 -1.82
P 0.40 2.46 -2.73
N -0.94 3.21 -3.40
O 0.71 3.15 -1.26
S -1.66 -0.18 -3.46
C -0.46 -0.23 -4.79
O -2.00 -1.54 -3.12
O -2.71 0.73 -3.84
H -2.97 -2.32 0.22
H -1.67 -1.50 1.07
H -1.46 -2.00 -0.62
H -3.26 -0.35 -1.30
H -3.47 0.10 0.37
H -1.00 0.75 0.44
H -0.70 3.96 -4.04
H -1.75 3.43 -2.85
H 0.11 3.87 -1.03
H 0.48 0.22 -4.47
H -0.30 -1.28 -5.03
H -0.88 0.32 -5.63
F 2.75 0.04 -0.98
C 3.06 -1.15 -0.43
C 2.94 -2.29 -1.20
C 3.24 -3.51 -0.62
C 3.66 -3.58 0.70
C 3.77 -2.42 1.45
C 3.47 -1.19 0.89
H 2.60 -2.21 -2.23
H 3.15 -4.42 -1.21
H 3.89 -4.54 1.15
H 4.08 -2.47 2.49
H 3.54 -0.26 1.45
F -1.13 -1.54 3.58
C -0.86 -0.23 3.74
C 0.27 0.14 4.44
C 0.54 1.49 4.60
C -0.32 2.45 4.07
C -1.45 2.05 3.36
C -1.73 0.70 3.19
H 0.92 -0.62 4.85
H 1.42 1.80 5.15
H -0.11 3.50 4.19
H -2.12 2.78 2.94
H -2.60 0.36 2.65
```

calculated total energy	-67529.9498	eV
maximum force	0.5	eV/Å
SMILES string	CC[C@H](I)P(#P(N)O)S(C)(=O)=O.Fc1ccccc1.Fc1ccccc1
spin multiplicity	1
charge	0

[10]
This record from the OMol25 dataset describes one molecule with the formula C16H22F3N3O3. The level of theory is ωB97M-V/def2-TZVPD.

The geometry in XYZ format:
```
47
C16H22F3N3O3 | the OMol25 dataset | ωB97M-V/def2-TZVPD
C 3.91 0.44 -3.74
C 4.26 0.65 -2.27
C 3.00 0.85 -1.43
H 2.35 -0.03 -1.53
H 2.45 1.72 -1.79
C 3.35 1.06 0.05
C 2.08 1.24 0.86
O 1.68 2.31 1.25
N 1.42 0.07 1.08
C 0.11 -0.03 1.66
N -0.71 1.14 1.47
C -1.56 1.01 0.43
N -1.62 -0.23 -0.04
C -2.44 -0.56 -1.03
C -3.25 0.38 -1.61
C -3.22 1.71 -1.14
C -2.36 2.02 -0.11
H -2.29 3.02 0.28
C -4.10 2.74 -1.77
H -3.94 3.71 -1.32
H -5.15 2.46 -1.63
H -3.91 2.80 -2.84
H -3.91 0.11 -2.42
H -2.40 -1.59 -1.35
H -0.24 2.02 1.68
C 0.24 -0.32 3.17
F 1.07 0.57 3.76
F -0.91 -0.23 3.83
F 0.76 -1.52 3.42
C -0.58 -1.27 0.92
O 0.13 -1.94 0.17
O -1.50 -1.82 1.77
C -1.89 -3.17 1.50
C -1.86 -3.96 2.80
H -2.53 -3.50 3.53
H -2.18 -4.98 2.62
H -0.86 -3.96 3.21
H -1.19 -3.59 0.78
H -2.90 -3.15 1.08
H 1.65 -0.78 0.55
H 3.90 0.20 0.43
H 3.95 1.95 0.17
H 4.81 -0.22 -1.90
H 4.91 1.52 -2.17
H 4.82 0.29 -4.33
H 3.38 1.30 -4.14
H 3.28 -0.44 -3.86
```

calculated total energy	-35715.8077	eV
maximum force	0.8	eV/Å
energy above the lowest of the compared OMol25 structures with the same formula, charge and spin	11.25	kcal per mole
spin multiplicity	1
charge	0